# 1
Below is a molecular structure, C13H52F2N26O13Y, with properties calculated with the ωB97M-V functional and the def2-TZVPD basis.

Structure (XYZ):
```
107
Properties=species:S:1:pos:R:3:mulliken_charge:R:1
Y -24.124 17.936 -18.962 1.68
F -21.869 18.548 -19.146 -0.54
F -25.849 17.402 -17.458 0.00
C -23.547 17.925 -22.504 -0.56
O -23.664 18.066 -21.295 0.36
N -24.548 18.107 -23.326 -0.06
N -22.459 17.470 -23.064 -0.02
H -24.329 18.190 -24.309 0.24
H -25.397 18.462 -22.911 -0.02
H -21.606 17.212 -22.587 0.29
H -22.447 17.363 -24.068 0.12
C -19.332 20.961 -18.541 0.53
O -19.395 20.753 -17.322 -0.69
N -20.125 20.615 -19.559 -0.02
N -18.232 21.592 -19.006 -0.43
H -19.700 20.754 -20.465 0.17
H -20.827 19.926 -19.330 -0.08
H -18.023 21.787 -19.974 0.13
H -17.531 21.859 -18.330 0.23
C -26.632 15.950 -20.335 0.08
O -25.634 16.692 -20.270 0.77
N -27.361 15.775 -19.286 -0.32
N -27.193 15.576 -21.474 -0.41
H -28.119 15.107 -19.278 0.21
H -26.951 15.972 -18.385 -0.08
H -26.921 16.069 -22.312 0.37
H -28.026 15.008 -21.426 0.13
C -23.555 12.824 -17.041 0.72
O -22.609 12.056 -17.062 -0.74
N -23.758 13.720 -16.188 -0.25
N -24.554 12.705 -17.812 -0.28
H -24.586 14.297 -16.142 0.07
H -22.945 14.009 -15.664 0.13
H -24.628 12.012 -18.543 0.20
H -25.326 13.289 -17.524 0.09
C -23.658 20.624 -16.641 0.41
O -23.907 19.711 -17.423 -0.75
N -24.528 20.963 -15.664 -0.47
N -22.470 21.321 -16.620 -0.37
H -25.481 20.776 -15.942 0.22
H -24.458 21.840 -15.168 0.24
H -21.803 20.952 -17.283 0.07
H -22.127 21.704 -15.750 0.25
C -28.223 19.194 -22.747 0.56
O -27.019 19.381 -22.954 -0.76
N -28.761 18.112 -22.268 -0.30
N -29.145 20.008 -23.031 -0.40
H -28.114 17.535 -21.750 0.04
H -29.762 17.978 -22.250 0.20
H -28.992 20.764 -23.682 0.28
H -30.110 19.737 -22.909 0.14
C -29.184 19.153 -18.229 0.63
O -30.005 20.018 -18.494 -0.77
N -29.381 17.962 -18.681 -0.19
N -28.192 19.271 -17.436 -0.07
H -28.808 17.175 -18.414 0.15
H -30.164 17.675 -19.252 0.21
H -27.606 18.478 -17.217 -0.25
H -28.012 20.136 -16.946 0.27
C -22.019 16.896 -16.268 0.14
O -23.004 16.867 -17.007 -0.09
N -21.751 16.139 -15.295 -0.37
N -21.006 17.731 -16.425 -0.32
H -22.553 15.912 -14.725 0.28
H -20.925 16.435 -14.793 0.18
H -20.987 18.218 -17.309 -0.09
H -20.170 17.639 -15.866 0.21
C -27.267 16.412 -14.400 0.39
O -27.689 16.245 -13.218 -0.76
N -26.088 16.660 -14.544 -0.13
N -28.002 16.662 -15.471 -0.18
H -25.493 16.211 -13.862 0.24
H -25.873 16.761 -15.525 0.03
H -28.999 16.674 -15.313 0.20
H -27.547 16.876 -16.347 -0.02
C -24.063 14.084 -24.157 0.65
O -23.115 14.554 -24.721 -0.64
N -24.576 12.901 -24.441 -0.40
N -24.557 14.579 -23.079 -0.04
H -24.175 12.383 -25.209 0.24
H -25.362 12.501 -23.948 0.14
H -24.095 15.403 -22.723 -0.07
H -25.128 13.953 -22.529 0.24
C -22.312 15.080 -19.660 0.19
O -23.279 15.805 -19.533 0.00
N -22.273 13.922 -20.204 -0.29
N -21.133 15.381 -19.097 -0.41
H -21.373 13.474 -20.113 0.13
H -23.087 13.458 -20.583 0.19
H -20.422 14.670 -19.001 0.17
H -20.716 16.238 -18.762 0.08
C -25.901 20.732 -20.083 0.57
O -25.345 19.737 -19.712 -0.65
N -25.669 21.299 -21.234 -0.31
N -26.699 21.431 -19.357 -0.36
H -25.034 20.714 -21.759 -0.05
H -26.126 22.135 -21.567 0.17
H -27.283 22.152 -19.755 0.24
H -27.024 21.101 -18.459 0.01
C -21.168 20.493 -22.800 0.73
O -20.165 19.899 -22.466 -0.68
N -21.452 20.696 -24.068 -0.44
N -22.087 21.048 -22.010 -0.21
H -22.439 20.752 -24.274 0.19
H -20.750 20.433 -24.745 0.25
H -22.893 21.474 -22.444 0.18
H -21.974 21.093 -21.007 0.11
```

Results
Total charge: +1

=====

# 2
Below is 13 unconnected molecules or ions with the total composition C13H52N26O13, with properties calculated with the ωB97M-V functional and the def2-TZVPD basis.

Structure (XYZ):
```
104
Properties=species:S:1:pos:R:3:mulliken_charge:R:1
C -4.082 -1.001 -0.301 0.71
O -5.055 -1.752 -0.259 -0.79
N -3.762 -0.362 -1.363 -0.20
N -3.347 -0.675 0.731 0.04
H -3.090 0.389 -1.295 0.14
H -4.256 -0.682 -2.183 0.21
H -3.744 -0.710 1.658 0.26
H -2.494 -0.151 0.598 -0.44
C 4.058 -0.209 -0.416 0.64
O 4.034 -0.146 -1.620 -0.64
N 3.448 0.585 0.455 -0.01
N 4.887 -1.007 0.166 -0.39
H 3.598 0.570 1.454 0.28
H 2.760 1.205 0.052 -0.32
H 4.816 -0.995 1.174 0.10
H 5.365 -1.719 -0.367 0.27
C -3.342 3.291 1.587 0.52
O -2.408 2.477 1.427 -0.69
N -4.517 3.104 2.144 -0.47
N -3.168 4.513 1.130 -0.31
H -4.635 2.206 2.592 0.25
H -5.119 3.906 2.022 0.14
H -3.884 5.225 1.129 0.19
H -2.272 4.743 0.726 0.16
C 3.134 3.416 -1.384 0.60
O 3.850 3.079 -2.333 -0.67
N 3.262 4.263 -0.449 -0.29
N 2.000 2.888 -1.068 0.45
H 2.403 4.533 0.009 0.11
H 3.917 5.016 -0.599 0.27
H 1.500 3.067 -0.209 0.24
H 1.550 2.184 -1.635 -0.32
C -1.117 -1.358 -5.303 0.63
O -0.234 -2.113 -5.859 -0.73
N -2.199 -0.980 -5.897 -0.37
N -0.947 -0.799 -4.155 -0.02
H -2.375 -1.553 -6.709 0.24
H -2.800 -0.184 -5.740 0.17
H -1.599 -0.204 -3.663 0.00
H -0.140 -1.172 -3.677 0.02
C -2.436 -4.599 1.256 0.51
O -1.733 -5.561 1.459 -0.69
N -3.718 -4.600 1.386 -0.39
N -2.110 -3.328 0.925 -0.02
H -4.174 -5.496 1.489 0.29
H -4.171 -3.886 0.833 0.12
H -1.174 -2.960 1.016 -0.08
H -2.891 -2.725 1.140 0.32
C 1.173 -5.820 -0.852 0.62
O 1.817 -5.879 -1.847 -0.68
N 1.068 -6.742 0.069 -0.37
N 0.189 -4.996 -0.697 -0.13
H 0.679 -6.532 0.977 0.16
H 1.580 -7.594 -0.105 0.20
H -0.331 -5.079 0.165 0.09
H 0.071 -4.389 -1.496 0.06
C 0.842 3.963 2.638 0.57
O 1.327 3.478 1.633 -0.64
N 1.467 4.572 3.589 -0.47
N -0.404 3.910 3.000 -0.23
H 2.464 4.492 3.448 0.29
H 0.997 5.245 4.178 0.18
H -0.774 4.210 3.891 0.18
H -1.054 3.461 2.372 0.00
C 1.870 1.299 -5.288 0.62
O 1.802 2.364 -5.951 -0.76
N 1.768 1.148 -3.978 0.22
N 1.967 0.146 -5.900 -0.31
H 1.888 0.234 -3.564 0.05
H 1.502 1.982 -3.474 -0.23
H 1.947 0.097 -6.909 0.22
H 1.903 -0.752 -5.442 0.13
C -1.186 2.658 -2.127 0.19
O -1.563 1.508 -2.090 -0.15
N -1.213 3.416 -1.084 0.04
N -0.627 3.290 -3.168 -0.32
H -0.556 4.182 -1.043 0.32
H -1.483 3.045 -0.184 -0.29
H -0.476 4.252 -2.901 0.13
H -0.416 2.926 -4.086 0.22
C 3.208 -2.805 3.128 0.62
O 3.619 -1.682 3.061 -0.68
N 2.156 -3.183 2.476 -0.11
N 3.747 -3.764 3.805 -0.39
H 1.361 -2.605 2.244 0.15
H 1.937 -4.157 2.628 0.13
H 3.442 -4.698 3.571 0.15
H 4.561 -3.613 4.383 0.24
C -0.822 0.339 4.999 0.87
O -1.319 1.213 5.692 -0.75
N -0.085 0.520 3.992 0.00
N -0.916 -0.941 5.302 -0.43
H 0.466 -0.288 3.744 -0.20
H 0.112 1.443 3.632 -0.07
H -1.446 -0.968 6.161 0.24
H -0.276 -1.578 4.849 0.17
C 0.262 -0.585 0.447 -0.72
O 0.405 -1.532 1.109 -0.35
N 0.212 0.742 0.719 2.48
N -0.058 -0.729 -0.845 0.73
H 0.462 1.230 1.567 -0.44
H -0.226 1.370 0.060 -1.30
H -0.102 0.036 -1.503 -0.50
H -0.527 -1.594 -1.071 0.20
```

Results
Energy relative to the best compared isomer or geometry (same formula, charge and spin) in kJ/mol: 882.7

=====

Number 1: lowest unoccupied orbital energy -2.47 eV, energy -86174.641 eV. Number 2: lowest unoccupied orbital energy -0.68 eV, energy -79692.252 eV.